The following is a quantum chemistry calculation of a 7-piece molecular cluster, C25H41N7O3 overall at a distorted geometry, from the OMol25 dataset.

Frontier orbital gap ... 0.3189 hartree
DFT total energy ... -1586.13948 a.u.
SMILES string ... c1cc[nH]c1.c1cc[nH]c1.c1cc[nH]c1.c1cc[nH]c1.CN(C)C=O.CN(C)C=O.CN(C)C=O
F_max ... 0.071 hartree/bohr
HOMO ... -8.0 eV
Relative energy (zero: lowest compared OMol25 entry of this formula, charge and spin) ... 0.0 kcal/mol

The geometry in XYZ format:
```
76
Properties=species:S:1:pos:R:3:forces:R:3:mulliken_charge:R:1
H 8.935471 15.624364 7.215012 -0.376 -0.587 -0.516 0.459
C 8.852159 16.342311 7.986013 0.117 1.209 0.694 -1.079
H 6.116073 13.104100 11.424549 -0.726 -0.401 -0.155 0.456
N 12.148860 14.824522 12.980020 -0.620 -0.553 -0.240 0.255
H 10.639680 9.734082 9.505486 0.189 -0.845 -0.410 0.631
C 14.487643 9.065390 10.559122 -1.407 0.061 -0.046 -0.883
H 14.182836 8.207789 9.969126 0.336 -0.468 0.119 0.258
O 13.444894 7.994572 7.804080 0.180 0.472 -0.383 -0.587
H 9.507103 6.398882 8.458685 -0.074 -0.226 -0.398 0.177
C 7.736778 13.268243 12.874089 1.324 -0.926 2.714 -0.706
N 8.593153 15.108787 12.029769 -1.174 -0.145 -0.596 0.173
H 13.130715 5.973959 9.048523 0.154 0.518 0.557 0.441
H 13.568706 13.439114 13.690455 -0.548 0.647 0.454 0.262
H 9.117988 9.048974 11.276017 -0.405 0.448 -0.297 0.377
H 12.925576 14.681409 14.856186 0.529 0.252 0.538 0.314
H 11.659991 5.044439 9.177535 0.272 1.233 -0.093 0.357
C 10.613178 10.757737 9.227890 -0.680 1.247 0.238 -0.074
C 13.791268 7.993672 12.675576 1.563 0.749 0.479 -1.081
C 11.074899 11.484019 8.081915 0.018 -1.062 0.697 -0.874
H 11.589283 10.990424 7.277040 0.070 0.362 -0.321 0.446
C 10.039504 11.679312 10.092130 0.559 -1.733 0.367 -0.827
C 10.176434 6.225716 12.367929 -1.327 0.995 0.168 -0.874
H 10.445974 5.404822 7.172106 -1.064 0.574 0.421 0.383
C 8.398269 6.936370 11.088790 0.497 -0.157 0.210 -0.926
C 10.814024 12.810803 8.309642 -0.133 -2.143 1.509 -0.858
C 10.210538 6.406806 7.620565 1.949 -0.758 0.263 -0.904
H 9.924150 7.090205 6.842679 -0.376 0.275 -0.263 0.313
H 10.901423 5.735333 12.952978 0.457 -0.775 0.494 0.457
C 6.921981 13.646651 11.840585 -0.122 1.189 -1.792 -0.576
O 11.143871 16.882564 12.517876 1.784 -2.247 1.783 -0.595
O 12.052978 10.216801 12.993137 0.158 -0.664 -1.197 -0.745
H 9.196327 15.908043 11.924325 0.012 0.293 -0.174 0.269
H 14.706458 8.171433 13.259493 -0.068 -0.246 0.044 0.368
H 12.218157 16.288853 14.268313 -0.714 0.808 -0.709 0.196
C 7.436469 14.804907 11.283959 1.973 -0.329 1.329 -0.376
H 12.747883 14.290584 11.043256 -0.244 0.123 0.346 0.386
H 9.952838 13.815984 9.904379 -0.124 -1.282 0.070 0.102
H 7.166334 18.638319 9.533334 -0.434 0.415 0.417 0.437
N 11.527258 6.832214 8.144370 -0.872 2.119 -2.726 0.294
H 9.753322 18.486910 10.331169 0.409 0.371 0.037 0.429
H 6.822895 16.873691 7.829569 0.587 0.342 0.502 0.220
C 9.181592 7.997495 11.433341 0.910 0.854 1.902 0.021
N 7.717213 17.075693 8.282427 -1.008 -1.997 -1.753 0.030
C 12.326883 7.706668 7.431622 -0.587 -1.693 1.228 0.020
H 7.607420 12.418803 13.555163 -0.028 0.383 -0.467 0.472
H 9.560756 14.328157 13.725462 -0.085 -0.255 0.132 0.463
H 11.999215 13.267250 14.465383 -0.386 0.057 -0.334 0.299
H 11.709468 6.489832 10.204822 0.901 -0.163 -0.844 -0.017
H 10.955754 16.673364 8.726114 -1.484 -0.134 -0.064 0.410
N 10.234258 12.881457 9.562866 -0.432 3.350 -1.161 0.329
C 12.734310 10.102287 11.958430 0.554 0.557 2.061 0.287
H 7.307742 15.313937 10.362386 -0.530 0.392 -0.446 0.252
H 13.955612 7.084750 12.134013 -0.065 -0.479 -0.599 0.349
H 10.858317 8.153362 12.804815 0.429 0.889 0.013 0.231
H 9.610382 11.480615 11.071067 0.007 0.453 -0.274 0.565
C 8.755579 14.197361 13.023330 -0.548 -0.093 -0.615 -0.415
H 7.440909 6.996088 10.544323 0.901 -0.233 0.285 0.444
H 12.734730 10.954509 11.254075 0.113 -0.697 -0.398 0.228
C 9.850027 16.876682 8.745100 1.780 1.041 0.705 0.328
N 10.179312 7.596615 12.342455 -1.076 -1.034 -2.348 0.126
H 14.149881 9.867756 9.903761 0.549 0.388 0.151 0.259
H 15.553604 9.056770 10.772133 -0.005 0.187 0.010 0.332
H 11.875570 8.000480 6.482361 -0.100 0.452 -0.146 0.375
C 12.061973 6.115836 9.196797 -0.456 -2.728 2.383 -0.828
C 12.679797 14.015927 14.057865 0.874 -1.235 -1.024 -0.733
C 7.950819 17.998953 9.221902 1.339 0.530 0.088 -0.458
H 8.633398 4.741073 11.683267 1.059 1.919 -0.129 0.298
H 13.031281 7.824406 13.408337 -0.859 0.450 0.086 0.358
C 9.061409 5.812815 11.687398 -1.397 -2.753 -0.285 -0.151
C 9.304713 17.977164 9.507369 -0.909 -1.370 0.010 -0.770
H 11.150885 13.650967 7.812175 0.266 1.566 -0.924 0.522
H 11.514197 13.261639 11.653412 -0.390 0.118 0.578 0.315
C 11.835922 14.299419 11.681649 1.798 -0.956 -0.869 -0.466
C 11.803310 16.073692 13.242246 -1.168 2.587 -0.134 0.039
H 11.161474 14.960491 11.195871 -0.723 0.394 -0.234 -0.291
N 13.666714 9.130303 11.778521 -0.895 0.099 -0.717 0.284
```
Positions in Å, forces in eV/Å.

---

The following is a quantum chemistry calculation of C25H42BF4InN8S as an isolated structure at a distorted geometry, from the OMol25 dataset.

Frontier orbital gap ... 0.2540 hartree
Net charge ... +2
DFT total energy ... -2428.31577 a.u.
F_max ... 0.025 hartree/bohr
HOMO ... -12.9 eV

The geometry in XYZ format:
```
82
Properties=species:S:1:pos:R:3:forces:R:3:nbo_charge:R:1
C 1.010509 1.520652 3.985750 0.429 -0.002 -0.161 -0.413
H -4.239591 -2.517148 -3.656850 -0.052 -0.102 0.049 0.219
C 3.429109 1.375852 0.922050 -0.043 -0.049 0.499 -0.410
H 1.249009 3.414852 -3.394350 0.086 0.023 -0.026 0.229
C -4.006591 -1.721048 -4.359150 0.100 0.202 0.107 -0.618
C -3.510491 0.637152 2.554350 -0.297 -0.332 -0.069 -0.411
H 1.385509 1.516952 2.966450 -0.034 -0.003 0.097 0.211
C 2.600609 -1.445848 -0.427450 -0.314 0.092 0.190 -0.211
N -0.427991 1.611052 3.969350 -0.444 -0.070 -0.437 -0.375
C -2.980791 -0.768448 -3.758550 -0.713 0.181 -0.139 -0.227
H 1.888509 -4.040848 3.500350 0.047 -0.144 0.013 0.233
H -3.628491 -2.159748 -5.279350 -0.017 -0.078 -0.117 0.215
H 3.960409 -3.104248 -0.557050 0.100 -0.038 0.001 0.235
H 3.882509 2.096352 -2.311850 -0.035 -0.017 0.027 0.230
C 3.190109 -2.626848 0.029650 0.046 -0.110 0.177 -0.210
H -0.328391 1.098752 -3.047350 -0.003 0.018 -0.001 0.212
C 4.100309 2.193852 -1.252150 0.357 0.104 -0.339 -0.419
C 1.859909 1.250352 -0.950850 0.352 -0.023 0.075 0.703
C 1.376609 -3.145148 3.188350 -0.174 0.065 0.196 -0.172
H 1.410609 2.391052 4.504150 -0.012 0.006 -0.005 0.230
H -2.757291 0.045752 -4.452350 0.010 -0.020 0.140 0.223
C 0.378509 -2.614848 3.951350 0.265 -0.161 -0.073 -0.181
C 1.121709 -1.343248 1.514650 0.195 -0.031 0.161 -0.074
F -3.167491 1.906652 -0.097950 -0.214 -0.673 0.549 -0.528
C 1.604209 -0.800248 0.280650 0.696 -0.484 -0.375 0.109
H 0.008009 -3.001648 -1.308150 -0.096 0.203 -0.041 0.439
C 0.102709 -0.799448 2.362550 -0.004 -0.581 0.858 0.128
S -2.220091 -1.653448 -0.873750 0.121 0.661 0.384 -0.215
H 0.767509 -4.720248 -4.736450 0.041 -0.049 -0.097 0.246
H -2.466691 3.569052 2.118050 -0.060 0.022 0.079 0.224
H 4.067309 0.493452 1.013950 -0.020 0.010 -0.031 0.222
F -1.887991 1.999252 -1.904850 0.403 -0.605 -0.340 -0.541
H -3.924491 3.031052 2.956850 0.025 0.004 0.055 0.235
N -0.183391 -2.624648 -2.228350 -0.015 -0.056 0.101 -0.552
H -2.475691 3.436052 3.881050 -0.056 -0.053 0.013 0.212
C 0.657209 -3.116648 -3.314650 -0.040 -0.233 -0.280 -0.237
H 0.553409 3.639052 -1.784350 0.023 0.009 -0.070 0.220
C 1.399409 3.220652 -2.335850 -0.052 0.375 0.114 -0.412
N -2.438991 1.593252 2.788250 0.098 -0.113 0.035 -0.431
H 2.932609 -1.013248 -1.362650 -0.020 0.004 -0.077 0.206
In -1.074991 0.409352 -0.060150 0.101 0.446 -0.054 1.790
H -3.102191 -0.332048 2.253550 -0.041 0.104 0.096 0.209
H 3.239509 -4.049348 1.604550 0.023 -0.165 0.064 0.235
H -3.345591 -0.342148 -2.820850 0.180 -0.016 -0.225 0.237
C -1.004991 2.032452 5.228050 -0.213 0.109 0.437 -0.419
N 3.047009 1.614852 -0.446950 -0.455 0.042 -0.170 -0.376
H -2.059191 1.775452 5.285250 0.011 0.006 -0.051 0.226
C -2.838791 2.983152 2.961650 0.106 0.409 -0.074 -0.414
H 2.542109 1.231152 1.530950 0.095 -0.023 -0.040 0.209
H 1.001909 -0.087748 -2.897550 -0.071 0.045 -0.056 0.200
C 0.088409 -4.374048 -3.963150 0.129 0.131 0.045 -0.622
H 4.251509 3.247952 -1.010150 -0.015 -0.026 0.003 0.220
H -0.881091 -4.194348 -4.418450 -0.151 0.000 -0.063 0.209
H 5.027709 1.660352 -1.039250 0.006 0.014 0.008 0.226
H 1.349609 0.615552 4.497150 -0.010 0.028 -0.017 0.221
N 1.073609 0.350952 -0.341950 -1.099 0.427 -0.051 -0.805
C 0.751809 0.958752 -3.081350 -0.032 -0.242 -0.138 -0.406
H 3.976109 2.243152 1.291950 -0.028 0.002 -0.005 0.228
H 2.305609 3.723952 -2.012050 0.007 0.028 -0.037 0.217
C 1.759609 -2.539148 1.973850 -0.102 0.011 -0.059 -0.040
H -4.920991 -1.184448 -4.590150 -0.104 0.045 -0.041 0.247
N -1.740291 -1.485948 -3.508050 0.484 -0.151 -0.233 -0.544
H -4.073491 0.502152 3.484650 0.011 -0.078 -0.125 0.217
H 1.630309 -3.339048 -2.877250 -0.006 0.152 -0.027 0.235
H -1.051791 -1.033548 4.134950 -0.108 0.028 0.014 0.217
N 1.474109 1.782152 -2.132250 -0.159 -0.086 0.139 -0.437
H -0.881091 3.107052 5.380650 -0.017 -0.042 -0.004 0.222
H 0.794609 -2.322548 -4.053450 0.074 0.036 0.072 0.199
H -1.265591 -1.787948 -4.353150 0.090 -0.036 0.216 0.421
H 1.095109 1.227952 -4.080950 -0.020 -0.059 -0.029 0.226
C -1.171191 1.168152 2.943650 0.393 0.179 0.184 0.709
F -2.800491 3.950552 -1.089850 -0.412 0.969 -0.212 -0.486
H -0.018591 -5.165248 -3.227050 -0.031 -0.092 0.065 0.230
C -0.253391 -1.443548 3.533350 0.176 0.104 -0.438 -0.234
C 2.780609 -3.154548 1.217950 0.126 0.054 -0.199 -0.183
N -0.640091 0.338652 2.021750 -0.673 0.509 -0.952 -0.813
H -0.485491 1.513852 6.035850 -0.005 0.003 -0.020 0.227
B -2.312091 2.771352 -0.791550 0.235 -0.140 -0.084 1.328
F -1.121491 2.838552 0.027450 0.436 -0.564 0.312 -0.543
C -1.302691 -1.925548 -2.352550 0.237 -0.082 0.324 0.393
H -4.199891 0.985952 1.784950 0.153 0.020 0.035 0.234
H 0.064409 -3.096348 4.862450 -0.004 -0.055 0.146 0.240
```
Positions in Å, forces in eV/Å.

---

> The highest HOMO belongs to which entry?

C25H41N7O3